Below is a molecular structure, C19H18N4O, with properties calculated with ωB97M-V/def2-TZVPD.

```
42
Properties=species:S:1:pos:R:3:forces:R:3:lowdin_charge:R:1
C 6.793 1.842 0.000 -3.884 6.416 7.975 -0.0553
C 5.557 1.158 -0.078 -6.079 0.336 2.992 -0.2881
C 5.419 -0.057 -0.525 -7.141 -1.145 1.042 -0.0044
C 4.085 -0.807 -0.498 2.480 4.346 0.245 0.0261
C 2.926 -0.275 -0.169 -0.228 6.230 3.445 -0.2031
C 2.989 1.135 0.461 0.469 -0.796 -1.725 -0.0378
C 4.186 1.715 0.546 4.309 3.001 -2.499 -0.0121
H 4.347 2.887 0.590 -0.899 -2.367 0.864 0.1303
H 2.117 1.773 0.667 0.276 -0.870 -0.011 0.1017
C 1.634 -0.783 0.011 -5.879 1.012 1.285 -0.1495
N 0.474 0.112 0.535 1.713 -5.980 -2.894 0.1783
N -0.591 -0.838 0.305 12.393 -4.002 -3.002 0.0106
C -1.743 -0.867 0.674 1.797 17.018 5.653 -0.3717
C -2.656 -1.607 0.596 -12.488 -12.210 -2.688 0.0419
C -2.250 -2.919 -0.153 -5.639 4.249 6.159 -0.2848
N -1.067 -3.155 -0.249 6.367 -3.130 -2.384 0.1595
C -0.077 -2.309 -0.113 -3.083 5.199 0.858 -0.1228
C 1.207 -2.078 -0.335 3.952 -0.270 -1.448 0.0023
H 1.975 -2.662 -0.921 -1.340 0.055 1.044 0.1432
C -3.253 -3.955 -0.156 0.004 4.507 -7.149 -0.0090
H -3.727 -4.322 0.573 -3.395 -1.656 6.728 0.0177
H -2.832 -4.751 -0.572 1.740 -3.552 -2.300 0.0456
H -4.021 -3.543 -0.880 0.348 -0.831 0.620 0.1329
H -3.777 -1.519 0.990 2.937 0.082 -1.113 0.1868
N -1.975 0.683 1.154 0.597 -6.343 -0.385 0.0144
H -1.101 1.162 1.284 -0.451 0.263 0.626 0.0893
C -3.263 0.914 1.565 7.143 16.805 -3.930 -0.1087
C -3.828 1.773 0.253 -1.667 -3.247 9.191 -0.2975
C -3.572 1.417 -0.905 6.291 -3.152 -9.145 -0.1195
C -4.407 2.133 -1.716 -2.838 2.125 -6.387 -0.0904
C -5.304 2.821 -0.948 2.809 -3.393 -1.424 -0.1000
O -5.006 2.352 0.235 -1.563 3.006 5.607 0.0376
H -6.153 3.364 -1.002 -2.326 1.661 -0.624 0.0902
H -4.483 2.141 -2.875 0.563 -0.039 2.225 0.1345
H -2.688 0.833 -1.385 -1.713 1.040 1.485 0.1666
H -3.149 2.127 2.317 -0.668 -4.056 -1.165 0.2147
H -3.916 0.358 1.838 -7.281 -7.473 3.898 -0.0222
H 3.946 -1.778 -0.538 0.812 -5.105 -1.198 0.0530
H 6.108 -0.645 -0.837 5.044 -3.406 -2.192 0.0458
H 7.316 1.458 -0.656 6.008 -3.041 -6.288 -0.0144
H 7.251 1.759 1.078 -0.689 0.182 -2.067 0.1461
H 6.510 2.952 -0.162 1.198 -1.470 0.078 0.1226
```
Positions in Å, forces in eV/Å.

Summary:
HOMO	-8.01	eV
2S+1	1
maximum force	18.7	eV Å⁻¹
orbital gap	7.6971	eV
LUMO energy	-0.3	eV
energy relative to the best compared isomer or geometry (same formula, charge and spin)	1601.3	kJ/mol



Below is a molecular structure, C20H30As2AuN4O8S, with properties calculated with ωB97M-V/def2-TZVPD.

```
66
Properties=species:S:1:pos:R:3:forces:R:3:lowdin_charge:R:1
Au -1.505 -0.840 0.742 -0.560 -0.456 -0.103 0.5861
N -2.961 -2.509 0.399 0.006 0.206 -0.666 -0.0752
C -4.367 -2.082 0.375 -0.165 0.511 0.215 -0.2348
C -4.608 -1.168 1.572 -0.231 0.419 -0.032 -0.2523
N -3.730 0.004 1.481 0.082 -0.590 -0.147 -0.0420
H -2.787 -3.065 -0.429 0.229 0.068 -0.129 0.0818
H -2.829 -3.131 1.169 0.366 -0.574 0.805 0.0408
H -5.032 -2.947 0.443 -0.051 0.096 -0.162 0.1210
H -4.532 -1.543 -0.567 -0.128 -0.163 0.213 0.1246
H -4.365 -1.720 2.482 0.019 0.076 0.034 0.1178
H -5.657 -0.851 1.642 0.081 -0.371 -0.138 0.1193
H -3.698 0.524 2.335 -0.012 0.192 0.418 0.0792
H -4.022 0.627 0.747 -0.033 0.265 -0.229 0.0690
C -2.161 4.786 -1.135 -0.213 -0.734 0.443 0.0021
O -0.988 3.955 -1.048 0.002 0.405 -0.187 -0.0194
C -1.191 2.694 -0.712 -0.771 -0.154 0.328 -0.5630
O -2.238 2.262 -0.271 0.407 0.016 -0.156 0.0593
C 0.055 1.895 -0.828 0.236 -0.001 -0.132 -0.2217
C 0.766 1.936 -1.958 0.028 -0.654 0.034 -0.2104
As 2.616 1.140 -2.377 -0.403 -0.033 -0.093 1.3687
C 3.522 2.556 -1.401 -0.428 0.262 0.354 -0.2918
C 2.045 -0.121 -0.983 0.079 -0.114 0.501 -0.3310
C 2.032 0.216 0.324 0.238 0.327 -0.009 -0.2836
As 0.231 0.695 0.747 0.053 0.462 -0.092 1.1658
C 0.153 1.943 2.229 0.286 -0.403 -0.092 -0.2288
C 3.260 0.772 0.953 0.421 -0.257 -0.304 -0.5580
O 4.354 0.465 0.531 -0.382 0.259 0.341 0.0956
O 3.054 1.504 2.059 0.205 -0.300 -0.175 -0.0717
C 4.270 1.848 2.760 -0.355 0.430 0.336 -0.0117
C 1.049 -1.085 -1.560 0.020 0.067 -0.246 -0.6378
O 0.345 -0.886 -2.514 -0.074 -0.005 -0.191 0.0917
O 1.205 -2.269 -0.972 0.076 -0.691 0.310 -0.0713
C 0.553 -3.393 -1.606 0.202 0.586 -0.243 -0.0134
C 0.159 2.513 -3.208 -0.175 0.176 -0.039 -0.5212
O -1.009 2.461 -3.507 0.499 0.022 0.250 0.1358
O 1.118 3.057 -3.969 -0.067 0.077 0.083 -0.0945
C 0.651 3.729 -5.164 -0.168 -0.099 0.950 0.0047
H -1.806 5.789 -1.114 0.216 0.720 0.067 0.0888
H -2.837 4.568 -0.306 0.141 0.152 -0.091 0.0973
H -2.665 4.579 -2.065 -0.164 -0.108 -0.364 0.1001
H 3.453 3.424 -2.049 0.051 0.104 -0.205 0.0317
H 4.555 2.298 -1.245 0.361 -0.066 0.091 0.0264
H 3.032 2.830 -0.458 0.164 -0.198 -0.197 0.0408
H 0.819 2.769 2.067 0.315 0.319 -0.083 0.0347
H 0.433 1.422 3.135 0.030 -0.123 0.148 0.0301
H -0.861 2.293 2.305 -0.491 0.055 -0.045 0.0305
H 3.965 2.254 3.724 -0.114 -0.198 -0.078 0.0988
H 4.782 2.637 2.225 0.261 -0.034 -0.240 0.0976
H 4.903 0.978 2.890 0.049 -0.039 -0.087 0.0977
H 0.924 -4.279 -1.100 0.161 0.015 -0.066 0.0801
H 0.819 -3.374 -2.675 -0.316 -0.233 0.433 0.1110
H -0.525 -3.328 -1.459 -0.013 0.116 -0.183 0.0757
H 1.407 4.457 -5.390 0.179 0.412 -0.072 0.0915
H -0.318 4.168 -4.907 0.231 0.022 -0.547 0.1006
H 0.600 3.009 -5.957 -0.327 -0.296 -0.415 0.0964
S -0.365 -1.914 3.460 -0.179 0.136 -0.024 0.5877
C -0.056 -3.354 2.699 -0.095 0.167 -0.116 -0.8902
N 1.244 -3.755 2.538 0.567 -1.041 -0.455 0.0738
C 1.618 -4.957 2.017 0.211 0.757 -0.154 -0.0423
C 0.673 -5.814 1.574 -0.180 0.143 0.567 -0.0487
C -0.649 -5.371 1.747 -0.226 0.217 -0.205 -0.1043
N -1.017 -4.194 2.212 -0.057 -0.756 -0.004 0.0578
H 1.963 -3.106 2.805 0.042 0.238 0.231 0.1354
H 2.678 -5.137 1.927 0.073 0.047 0.137 0.1395
H 0.889 -6.787 1.182 0.154 -0.167 -0.108 0.1114
H -1.415 -6.075 1.436 -0.364 0.313 0.016 0.1204
```
Positions in Å, forces in eV/Å.

Summary:
HOMO	-10.50	eV
2S+1	1
maximum force	1.3	eV Å⁻¹
net charge	+1
orbital gap	7.2449	eV
LUMO energy	-3.3	eV
energy relative to the best compared isomer or geometry (same formula, charge and spin)	0.0	kJ/mol



Below is C3H9BOS in the gas phase, with properties calculated with ωB97M-V/def2-TZVPD.

```
15
Properties=species:S:1:pos:R:3:forces:R:3:lowdin_charge:R:1
B 1.559 -0.720 0.084 -1.957 2.672 -1.418 -0.7589
C -2.321 0.593 0.074 2.466 -0.663 -1.445 -0.0998
C -0.154 -0.595 -0.045 3.793 1.330 -1.688 -0.1840
C -0.764 0.814 -0.254 -1.805 -0.929 -1.310 -0.2969
O 2.156 -1.801 0.564 2.222 -1.214 0.791 0.0965
S 2.397 0.914 -0.462 1.249 -1.692 0.950 0.6972
H -2.835 1.382 -0.466 -0.754 -0.237 0.435 0.0588
H -2.458 0.515 1.142 -0.332 0.430 0.274 0.0595
H -2.469 -0.441 -0.332 -0.722 1.106 0.098 0.0703
H -0.392 -0.962 0.893 -1.164 -0.860 1.948 0.0606
H -0.544 -1.246 -0.826 0.105 -0.248 0.128 0.0941
H -0.684 1.235 -1.320 0.015 -1.079 1.261 0.1213
H -0.365 1.607 0.328 0.570 0.447 0.973 0.0626
H 3.155 -1.862 0.711 -2.242 0.504 -0.512 0.1471
H 3.719 0.567 -0.091 -1.446 0.433 -0.486 -0.1284
```
Positions in Å, forces in eV/Å.

Summary:
HOMO	-9.65	eV
2S+1	1
maximum force	4.4	eV Å⁻¹
SMILES	CCCB(O)S
orbital gap	9.9205	eV
LUMO energy	0.3	eV
energy relative to the best compared isomer or geometry (same formula, charge and spin)	0.0	kJ/mol



Below is C5H8N2 in the gas phase, with properties calculated with ωB97M-V/def2-TZVPD.

```
15
Properties=species:S:1:pos:R:3:forces:R:3:lowdin_charge:R:1
C -1.232 -1.374 -0.312 -0.016 -0.208 -0.029 -0.0909
C -1.067 0.092 -0.539 -0.202 -0.155 -0.045 -0.1622
C -0.070 1.883 0.518 0.084 0.365 0.153 -0.0094
N 0.044 0.745 -0.188 -0.006 -0.106 0.014 -0.2702
C 1.365 0.123 -0.373 -0.032 0.045 -0.031 -0.1176
C 1.700 -0.678 0.812 0.251 -0.566 0.838 -0.1996
N 1.908 -1.315 1.754 -0.151 0.591 -0.932 0.1584
H -0.829 -1.671 0.667 -0.050 -0.012 -0.148 0.0701
H -0.757 -2.007 -1.072 -0.023 0.056 0.068 0.0752
H -2.298 -1.614 -0.308 0.128 -0.017 -0.083 0.0732
H -1.918 0.734 -0.723 0.030 -0.067 0.182 0.1019
H 0.587 2.720 0.332 0.200 -0.114 0.060 0.0507
H -0.905 1.953 1.198 -0.040 0.173 -0.256 0.0556
H 1.367 -0.510 -1.267 -0.039 0.102 0.166 0.1324
H 2.105 0.919 -0.499 -0.133 -0.086 0.043 0.1324
```
Positions in Å, forces in eV/Å.

Summary:
HOMO (alpha / beta)	-7.18 / -7.28	eV
2S+1	1
maximum force	1.1	eV Å⁻¹
orbital gap (alpha / beta)	7.7653 / 7.8932	eV
LUMO energy (alpha / beta)	0.6 / 0.6	eV
energy relative to the best compared isomer or geometry (same formula, charge and spin)	331.3	kJ/mol



Below is 10 unconnected molecules or ions with the total composition H20O10, with properties calculated with ωB97M-V/def2-TZVPD.

```
30
Properties=species:S:1:pos:R:3:forces:R:3:lowdin_charge:R:1
H -0.362 0.723 0.030 0.073 -0.114 0.147 0.0371
H 0.220 0.083 -1.220 0.216 0.367 0.267 0.0379
H -3.981 -1.779 -0.466 0.019 0.078 0.038 0.0139
H -4.790 -1.158 -1.593 0.134 -0.045 -0.007 0.0308
H -0.001 1.037 3.332 0.112 -0.047 0.037 0.0375
H 1.103 1.392 2.350 0.038 -0.202 -0.147 0.0391
H 2.504 0.009 -2.089 -0.052 0.044 0.189 0.0114
H 2.213 1.429 -1.633 -0.398 -0.158 0.009 0.0508
H 0.946 -1.392 1.500 0.258 -0.006 0.044 0.0329
H 1.542 -1.803 0.164 0.125 0.519 0.289 -0.0095
H -5.318 -0.056 1.901 0.046 -0.079 -0.008 0.0383
H -3.868 0.123 2.321 0.007 -0.099 -0.075 0.0359
H 1.316 -4.164 1.585 0.059 -0.019 0.013 0.0543
H 1.757 -3.524 0.279 0.146 -0.361 0.118 0.0208
H -3.577 4.024 -0.623 0.062 -0.071 -0.065 0.0303
H -4.486 3.539 -1.741 0.091 -0.056 -0.008 0.0305
H 2.726 -1.775 -2.961 0.007 -0.151 -0.066 0.0505
H 1.831 -2.690 -2.142 0.010 0.084 -0.150 0.0518
H 3.974 2.791 0.957 0.064 0.039 0.054 0.0259
H 5.001 3.343 -0.017 0.011 0.054 0.094 0.0329
O 0.395 0.769 -0.565 -2.418 1.579 0.548 -0.1323
O -4.036 -1.736 -1.427 -0.131 0.005 0.048 -0.0649
O 0.767 0.664 2.885 -0.244 0.195 0.190 -0.0467
O 1.851 0.713 -2.167 1.991 -0.058 -1.912 -0.0791
O 1.163 -1.047 0.627 0.155 -1.088 0.428 -0.0730
O -4.481 -0.531 1.967 -0.051 0.122 -0.007 -0.0546
O 2.005 -3.606 1.207 -0.047 -0.419 0.001 -0.0424
O -3.690 3.302 -1.251 -0.173 0.134 0.085 -0.0606
O 2.629 -2.153 -2.080 -0.038 -0.133 -0.006 -0.0407
O 4.648 3.474 0.870 -0.074 -0.114 -0.148 -0.0588
```
Positions in Å, forces in eV/Å.

Summary:
HOMO	-9.30	eV
2S+1	1
maximum force	2.9	eV Å⁻¹
SMILES	O.O.O.O.O.O.O.O.O.O
orbital gap	9.4227	eV
LUMO energy	0.1	eV
energy relative to the best compared isomer or geometry (same formula, charge and spin)	474.4	kJ/mol



Below is C5H4FNO in the gas phase, with properties calculated with ωB97M-V/def2-TZVPD.

```
12
Properties=species:S:1:pos:R:3:forces:R:3:lowdin_charge:R:1
C -0.449 0.884 0.587 -0.693 -1.852 1.467 -0.2946
C 0.377 1.116 -0.401 1.616 1.933 -1.340 -0.0586
C 1.247 -0.962 -1.493 0.097 -1.124 0.022 -0.3592
C -1.096 -0.387 0.863 -0.191 0.991 -0.244 -0.0577
C -1.755 -1.344 1.157 -0.992 -0.909 0.635 0.1373
H 0.928 2.107 -0.435 -0.934 -1.250 0.089 0.1536
H 1.073 0.716 -2.352 -1.120 0.352 1.177 0.1361
H 1.699 -1.189 -2.607 -0.887 0.079 2.535 0.1688
H -2.425 -2.153 1.506 1.069 0.961 -0.618 0.0604
N 0.647 0.271 -1.510 1.230 0.890 -1.759 0.0218
O 1.254 -1.665 -0.508 0.533 0.055 -1.339 0.0360
F -0.641 1.789 1.582 0.271 -0.127 -0.626 0.0562
```
Positions in Å, forces in eV/Å.

Summary:
HOMO	-9.21	eV
2S+1	1
maximum force	2.9	eV Å⁻¹
SMILES	C#C/C(F)=C\NC=O
orbital gap	9.7572	eV
LUMO energy	0.5	eV
energy relative to the best compared isomer or geometry (same formula, charge and spin)	283.2	kJ/mol